ORCA calculation (ωB97M-V with the def2-TZVPD basis set) on C6H14ClMnO3 as an isolated structure at a distorted geometry.

The geometry in ORCA input format:
```
! wB97M-V def2-TZVPD RIJCOSX def2/J DEFGRID3
* xyz 0 7
Mn 2.91163 -5.59163 -0.92543
Cl 1.14736 -4.70092 0.76372
C -0.60589 -0.28141 3.06880
O 0.28233 -0.17536 1.94839
C -0.01676 -1.32194 1.10532
C 0.73486 -1.15880 -0.27070
O 0.17916 -0.22476 -1.22846
C 0.91680 0.90284 -1.66142
C -0.01496 1.88195 -2.51181
O -0.48334 2.90413 -1.54313
C -1.44263 2.41227 -0.55356
H -0.29063 0.38165 3.87444
H -0.72002 -1.22495 3.60248
H -1.64339 -0.01538 2.86656
H -1.08592 -1.50458 0.99737
H 0.19121 -2.20755 1.70577
H 0.54909 -2.09196 -0.80250
H 1.80131 -0.96397 -0.15740
H 1.72177 0.54619 -2.30402
H 1.47257 1.46110 -0.90805
H -0.93486 1.56709 -3.00450
H 0.58601 2.35818 -3.28649
H -2.45297 2.44408 -0.96137
H -1.49686 3.15281 0.24442
H -1.30585 1.45090 -0.05842
*
```

Summary:
* HOMO energy (spin up / spin down): -8.503 / -9.004 eV
* expectation value of S²: 12.00
* Kohn-Sham gap (spin up / spin down): 8.1 / 7.7 eV

***

ORCA calculation (ωB97M-V with the def2-TZVPD basis set) on an isolated molecule of C4H6N4 at a distorted geometry.

The geometry in ORCA input format:
```
! wB97M-V def2-TZVPD RIJCOSX def2/J DEFGRID3
* xyz 0 1
C -3.06323 0.26718 -0.14307
C 0.21881 -1.25679 0.28811
C -0.26305 1.01252 0.42342
C 1.92793 0.47094 -0.23592
N -4.16427 0.19154 -0.41377
N -1.17533 -1.06872 -0.03058
N -1.48969 0.21085 -0.00207
N 0.78069 0.07113 0.52170
H 0.25042 -1.82002 1.23245
H 0.62591 -1.70521 -0.63795
H -0.24084 1.93671 0.00800
H 2.67909 -0.14897 0.08849
H 1.62892 0.32192 -1.23481
H 2.28465 1.51692 0.13601
*
```

Summary:
* HOMO energy (spin up / spin down): -7.801 / -7.604 eV
* relative energy (zero: lowest compared OMol25 entry of this formula, charge and spin): 651.42 kJ/mol
* Kohn-Sham gap (spin up / spin down): 8.1 / 8.1 eV